[1]
ORCA calculation (wB97M-V/def2-TZVPD) on a structure of composition C12H12Br6F4O3.

* gap between HOMO and LUMO: 9.108 eV
* highest occupied orbital energy: -0.3438 Eh
* LUMO energy: -0.25 eV

XYZ file:
```
37
Properties=species:S:1:pos:R:3:forces:R:3:nbo_charge:R:1
O -5.276 -2.348 3.790 -1.9 -1.4 1.7 -0.469
C -4.633 -1.782 3.019 1.5 2.6 -2.3 0.727
O -4.018 -2.326 1.891 0.3 -0.2 1.3 -0.509
C -2.787 -1.637 1.876 -2.3 2.0 -0.1 0.774
O -1.804 -2.190 1.639 2.7 -1.3 -0.8 -0.482
C -3.054 -0.190 2.285 -0.4 0.2 -0.4 -0.165
C -2.257 1.084 2.028 0.4 -0.6 1.0 -0.448
C -0.720 0.765 2.195 -0.7 1.2 0.2 -0.477
C 0.144 1.031 0.945 0.4 -1.7 0.5 0.291
F 0.704 2.263 0.945 -0.8 0.0 -0.2 -0.327
Br 1.682 -0.224 1.111 -0.3 0.2 0.4 0.024
C -0.572 0.734 -0.429 2.1 0.1 -1.4 0.615
F -1.231 1.805 -0.906 -0.4 -0.1 0.8 -0.322
F -1.384 -0.322 -0.372 -0.3 0.4 0.6 -0.320
Br 0.767 0.308 -1.836 -0.3 0.8 0.2 0.019
C -4.174 -0.308 2.989 -0.1 -0.9 -0.1 0.343
F -4.848 0.626 3.618 0.0 0.0 0.2 -0.277
H -2.522 1.593 1.089 0.1 -0.5 0.2 0.250
H -2.545 1.776 2.842 0.1 -0.2 -0.5 0.239
H -0.618 -0.248 2.604 0.2 0.3 -0.6 0.264
H -0.340 1.446 2.980 0.1 -0.3 -0.5 0.248
Br 2.300 -3.031 -2.780 -0.1 0.0 0.1 -0.013
C 0.736 -4.081 -3.275 0.3 0.0 -0.1 -0.447
C -0.232 -3.275 -4.102 -0.4 0.0 0.1 -0.450
Br -1.249 -2.033 -2.999 -0.2 -0.5 -0.3 -0.010
H 0.301 -4.455 -2.353 0.0 0.1 0.0 0.235
H 1.128 -4.916 -3.854 -0.1 0.0 0.0 0.228
H -0.976 -3.927 -4.558 0.1 0.0 0.0 0.229
H 0.254 -2.687 -4.876 0.1 0.0 0.1 0.231
Br 5.292 1.245 -1.229 0.0 0.1 -0.1 -0.013
C 5.341 3.179 -1.004 0.2 -0.2 0.2 -0.447
C 4.150 3.671 -0.225 -0.2 0.3 -0.1 -0.452
Br 2.546 3.697 -1.325 0.1 0.0 0.0 -0.006
H 5.410 3.612 -1.998 -0.1 0.0 0.1 0.232
H 6.263 3.379 -0.459 -0.1 0.0 0.0 0.227
H 4.298 4.704 0.088 0.1 0.0 0.0 0.227
H 3.927 3.060 0.645 0.1 0.0 -0.1 0.233
```
Forces are in eV/Å.



[2]
ORCA calculation (wB97M-V/def2-TZVPD) on a structure of composition C17H30N4OS.

* gap between HOMO and LUMO: 7.818 eV
* energy above the lowest of the compared OMol25 structures with the same formula, charge and spin: 446.0 kcal per mole
* highest occupied orbital energy: -0.2813 Eh
* LUMO energy: 0.16 eV

XYZ file:
```
53
Properties=species:S:1:pos:R:3:forces:R:3:nbo_charge:R:1
C 2.558 7.105 -0.460 -8.2 1.1 -1.9 -0.865
H 1.792 6.636 0.245 1.0 1.1 -0.6 0.259
H 2.034 6.969 -1.540 0.2 1.1 2.4 0.239
H 2.823 8.118 -0.286 0.2 0.7 0.3 0.256
S 3.811 6.178 -0.689 10.2 -1.0 0.8 0.455
C 3.275 4.671 -0.981 1.5 -3.8 -1.3 0.124
N 1.994 4.679 -1.000 -3.9 -5.6 -3.1 -0.536
C 1.412 3.389 -1.636 0.7 1.3 2.6 0.094
C 2.211 2.273 -1.830 -5.5 1.1 0.5 -0.216
C 3.524 2.394 -1.515 8.1 1.0 -1.2 0.095
N 4.311 3.502 -1.280 -6.3 1.0 0.9 -0.393
H 4.344 1.615 -1.801 -2.2 0.4 0.8 0.212
C 1.421 0.983 -2.100 14.5 -4.2 1.9 -0.177
N 1.702 -0.012 -0.891 -4.3 5.9 -0.8 -0.449
C 0.569 0.453 -0.011 3.3 1.2 6.4 -0.307
H 0.723 1.589 0.321 -0.5 -2.1 -1.6 0.237
C -0.898 0.011 -0.162 3.8 -0.9 -5.3 0.047
N -0.812 -1.435 -0.366 0.5 0.6 -8.3 -0.527
C 0.142 -2.019 -1.547 2.5 5.3 7.5 -0.211
C 1.664 -1.378 -1.078 -1.0 -3.1 -3.5 -0.226
H 2.213 -1.572 -2.072 0.0 -0.1 1.7 0.197
H 2.136 -1.831 -0.184 -0.4 -0.3 -0.7 0.214
H 0.258 -3.020 -1.557 -0.5 -3.2 -0.3 0.208
H -0.051 -1.435 -2.301 -1.3 2.1 -5.0 0.179
C -0.726 -2.380 0.471 -1.1 -0.7 14.2 -0.145
H 0.242 -2.755 0.946 -0.4 -0.2 -1.6 0.177
C -1.844 -3.408 0.708 18.4 -6.3 2.4 -0.337
H -2.624 -3.237 0.407 -15.3 3.9 -4.8 0.154
H -1.370 -3.976 -0.164 -1.4 -0.8 0.4 0.174
C -1.672 -4.446 1.930 2.9 -1.0 -7.3 -0.274
C -2.206 -3.850 2.999 -5.4 4.7 8.5 -0.588
H -1.759 -2.860 3.274 0.2 -1.0 0.0 0.226
H -2.234 -4.532 3.927 0.1 1.2 -1.0 0.207
H -3.387 -3.401 2.919 2.8 -1.7 -0.3 0.187
C -2.437 -5.666 1.545 14.0 -4.0 -3.0 -0.514
H -1.810 -6.372 0.628 -2.5 2.6 2.0 0.173
H -2.459 -6.430 2.220 0.9 -2.0 2.9 0.203
H -3.311 -5.533 1.521 -12.7 2.5 -2.2 0.168
H -0.561 -4.692 2.048 -1.3 0.4 -0.1 0.211
H -0.845 -1.665 1.621 0.2 -1.5 -1.9 0.083
C -1.882 0.434 0.876 5.4 7.4 -0.6 -0.457
H -1.216 0.653 1.848 -2.3 -1.0 -1.6 0.229
H -2.641 -0.155 0.746 -4.5 -3.8 0.8 0.220
C -2.521 1.920 0.304 0.6 -3.1 -0.8 -0.086
O -1.435 2.898 0.009 -2.2 -1.6 4.9 -0.700
H -1.254 2.917 1.037 0.8 1.1 -3.0 0.472
H -3.353 2.085 1.027 1.0 1.2 -0.2 0.181
H -3.040 1.665 -0.643 0.6 0.2 0.4 0.181
H -1.011 0.299 -1.395 -1.0 0.1 3.3 0.172
H 1.064 0.051 1.041 -2.0 0.3 -1.7 0.194
H 2.250 0.379 -2.889 -2.5 1.6 1.3 0.177
H 0.614 1.012 -2.562 -7.7 0.5 -3.5 0.168
H 0.273 3.181 -1.677 2.0 1.3 0.0 0.236
```
Forces are in eV/Å.